[1]
Entry from OMol25: a molecular structure, C28H17Cl2I2N6O4RhS (ωB97M-V/def2-TZVPD).

Geometry (Å):
Rh1 -0.462 0.671 -1.707
I1 2.607 -3.227 -3.201
C1 0.650 -3.216 -2.513
C2 -0.030 -4.429 -2.289
C3 -1.322 -4.452 -1.841
I2 -2.253 -6.298 -1.553
C4 -2.011 -3.236 -1.593
C5 -3.365 -3.110 -1.210
C6 -3.925 -1.872 -1.067
C7 -3.132 -0.725 -1.235
N1 -1.861 -0.817 -1.543
C8 -1.298 -2.039 -1.776
C9 0.044 -2.001 -2.260
O1 0.608 -0.838 -2.452
H1 0.489 -5.357 -2.489
H2 -3.957 -4.002 -1.056
H3 -4.968 -1.757 -0.807
H4 -3.521 0.272 -1.098
Cl1 -3.159 4.715 -0.459
C10 -1.514 4.616 -0.980
C11 -0.741 5.788 -1.047
C12 0.557 5.760 -1.474
Cl2 1.473 7.232 -1.557
C13 1.161 4.537 -1.850
C14 2.477 4.365 -2.333
C15 2.919 3.119 -2.683
C16 2.076 2.007 -2.526
N2 0.851 2.149 -2.067
C17 0.369 3.384 -1.749
C18 -0.992 3.387 -1.340
O2 -1.653 2.259 -1.352
H5 -1.193 6.727 -0.759
H6 3.124 5.227 -2.421
H7 3.921 2.965 -3.057
H8 2.396 0.997 -2.737
N3 2.389 -4.342 3.999
C19 2.191 -3.215 3.218
C20 2.253 -1.939 3.786
C21 2.091 -0.813 3.002
C22 1.881 -0.950 1.639
C23 1.841 -2.209 1.057
C24 1.987 -3.336 1.839
S1 1.719 0.459 0.605
O3 2.394 0.160 -0.627
O4 2.107 1.633 1.326
N4 0.087 0.522 0.215
C25 -0.811 0.719 1.261
N5 -0.305 0.815 2.496
C26 -1.159 1.034 3.482
C27 -2.524 1.161 3.283
C28 -2.945 0.985 1.977
N6 -2.112 0.757 0.973
H9 2.224 -4.234 4.985
H10 2.034 -5.208 3.628
H11 2.433 -1.837 4.849
H12 2.126 0.178 3.433
H13 1.717 -2.301 -0.012
H14 1.961 -4.319 1.382
H15 -0.728 1.103 4.476
H16 -3.212 1.360 4.090
H17 -4.001 1.018 1.722

Orbital gap: 6.38 eV
Charge: 0
E_LUMO: -1.30 eV
ΔE to the lowest compared entry with this formula, charge and spin: 1.4116 eV

Atom charges from the Löwdin analysis, given in e for atoms 1 to 8: atom 1 (Rh): 1.285, atom 2 (I): 0.945, atom 3 (C): -0.661, atom 4 (C): -0.222, atom 5 (C): -0.673, atom 6 (I): 0.914, atom 7 (C): -0.205, atom 8 (C): -0.024

***

[2]
Entry from OMol25: a molecular structure, C28H17F9N4ORu (ωB97M-V/def2-TZVPD).

Geometry (Å):
Ru1 -0.189 0.238 -0.098
C1 2.219 -3.320 0.301
C2 1.670 -2.137 -0.205
N1 0.815 -1.407 0.491
C3 0.502 -1.801 1.754
C4 1.009 -2.960 2.337
C5 1.884 -3.741 1.562
C6 0.635 -3.273 3.689
C7 -0.152 -2.443 4.406
C8 -0.648 -1.221 3.835
C9 -1.412 -0.269 4.534
C10 -1.799 0.887 3.903
C11 -1.459 1.087 2.563
N2 -0.766 0.193 1.880
C12 -0.340 -0.931 2.508
H1 2.905 -3.882 -0.316
H2 1.930 -1.777 -1.190
H3 2.298 -4.654 1.970
H4 1.014 -4.187 4.128
H5 -0.414 -2.679 5.429
H6 -1.680 -0.450 5.568
H7 -2.373 1.643 4.419
H8 -1.760 1.979 2.031
C13 -0.218 -1.047 -5.688
C14 0.417 0.188 -5.616
C15 0.742 0.736 -4.389
C16 0.421 0.036 -3.230
C17 -0.249 -1.176 -3.289
C18 -0.553 -1.724 -4.527
N3 0.789 0.562 -1.942
N4 1.738 1.375 -1.963
C19 2.066 1.898 -0.712
C20 3.121 2.803 -0.641
C21 3.491 3.299 0.595
C22 2.809 2.871 1.728
C23 1.754 1.967 1.640
C24 1.342 1.460 0.411
H9 -0.468 -1.470 -6.652
H10 0.657 0.728 -6.522
H11 1.238 1.693 -4.320
H12 -0.573 -1.667 -2.382
H13 -1.074 -2.670 -4.578
H14 3.630 3.097 -1.549
H15 4.306 4.004 0.679
H16 3.106 3.242 2.701
H17 1.266 1.662 2.558
F1 -2.733 -1.307 -3.207
C25 -3.629 -1.003 -2.272
F2 -4.159 -2.141 -1.822
F3 -4.595 -0.275 -2.845
C26 -2.957 -0.230 -1.095
O1 -1.794 -0.844 -0.751
C27 -2.698 1.239 -1.548
F4 -1.720 1.795 -0.701
F5 -3.738 2.043 -1.472
F6 -2.176 1.304 -2.761
C28 -3.945 -0.224 0.120
F7 -3.839 -1.357 0.806
F8 -5.214 -0.054 -0.236
F9 -3.626 0.783 0.966

Orbital gap (spin up / spin down): 7.49 / 6.74 eV
Charge: +1
E_LUMO (spin up / spin down): -3.79 / -4.48 eV
⟨S²⟩: 0.755
ΔE to the lowest compared entry with this formula, charge and spin: 0.0000 eV
2S+1: 2

Atom charges from the Löwdin analysis, given in e for atoms 1 to 8: atom 1 (Ru): 1.381, atom 2 (C): -0.006, atom 3 (C): -0.057, atom 4 (N): -0.007, atom 5 (C): -0.120, atom 6 (C): -0.120, atom 7 (C): 0.030, atom 8 (C): 0.009

***

[3]
Entry from OMol25: a molecular structure, C28H18AlN6O2 (ωB97M-V/def2-TZVPD).

Geometry (Å):
Al1 0.000 -0.157 -0.073
C1 4.004 -1.571 -0.790
C2 4.804 -0.472 -0.481
C3 4.191 0.737 -0.301
C4 2.796 0.865 -0.398
N1 2.003 -0.225 -0.612
C5 2.650 -1.401 -0.836
N2 2.350 2.159 -0.317
C6 1.120 2.502 -0.358
N3 0.000 1.683 -0.397
C7 -1.120 2.502 -0.358
N4 -2.350 2.159 -0.317
C8 -2.796 0.864 -0.399
C9 -4.191 0.736 -0.302
C10 -4.803 -0.473 -0.482
C11 -4.002 -1.572 -0.791
C12 -2.649 -1.401 -0.836
N5 -2.002 -0.225 -0.612
C13 -0.691 3.910 -0.346
C14 -1.418 5.082 -0.330
C15 -0.697 6.272 -0.317
C16 0.697 6.272 -0.317
C17 1.418 5.082 -0.330
C18 0.691 3.910 -0.346
H1 4.424 -2.546 -0.989
H2 5.879 -0.568 -0.406
H3 4.743 1.644 -0.102
H4 2.040 -2.248 -1.075
H5 -4.742 1.643 -0.103
H6 -5.878 -0.569 -0.407
H7 -4.423 -2.547 -0.990
H8 -2.038 -2.249 -1.076
H9 -2.500 5.070 -0.326
H10 -1.227 7.215 -0.304
H11 1.227 7.215 -0.303
H12 2.499 5.070 -0.326
O1 0.001 -1.664 3.448
C19 0.001 -1.439 2.272
O2 0.000 -0.265 1.687
C20 0.000 -2.581 1.262
C21 0.000 -3.917 1.677
C22 0.000 -4.892 0.724
C23 -0.001 -4.544 -0.647
C24 -0.001 -5.511 -1.682
C25 -0.002 -5.126 -2.989
C26 -0.002 -3.754 -3.327
C27 -0.001 -2.798 -2.352
C28 0.000 -3.177 -0.990
N6 0.000 -2.213 -0.008
H13 0.001 -4.126 2.737
H14 0.000 -5.939 1.004
H15 -0.001 -6.561 -1.414
H16 -0.002 -5.868 -3.775
H17 -0.002 -3.462 -4.369
H18 -0.001 -1.743 -2.605

Orbital gap: 7.41 eV
Charge: +1
E_LUMO: -3.87 eV

Atom charges from the Löwdin analysis, given in e for atoms 1 to 8: atom 1 (Al): 0.267, atom 2 (C): -0.033, atom 3 (C): -0.023, atom 4 (C): 0.017, atom 5 (C): -0.259, atom 6 (N): 0.123, atom 7 (C): -0.089, atom 8 (N): 0.188

***

[4]
Entry from OMol25: a molecular structure, C28H18F3N2O2PdS2 (ωB97M-V/def2-TZVPD).

Geometry (Å):
Pd1 0.978 1.125 -0.375
S1 3.252 1.046 -0.627
C1 3.726 2.742 -0.625
C2 5.088 3.059 -0.664
C3 5.524 4.372 -0.684
C4 4.592 5.406 -0.669
C5 3.242 5.105 -0.629
C6 2.788 3.782 -0.602
S2 1.063 3.461 -0.556
H1 5.801 2.242 -0.674
H2 6.585 4.592 -0.709
H3 4.920 6.439 -0.686
H4 2.501 5.897 -0.614
O1 -5.723 1.160 -4.693
C7 -4.368 1.163 -4.783
O2 -3.858 1.158 -5.867
C8 -3.597 1.182 -3.504
C9 -4.180 1.242 -2.240
C10 -3.405 1.255 -1.099
C11 -2.012 1.206 -1.187
C12 -1.427 1.150 -2.450
C13 -2.208 1.139 -3.589
N1 -1.135 1.212 -0.069
C14 -1.589 1.264 1.122
C15 -0.746 1.270 2.323
C16 -1.329 1.326 3.586
C17 -0.501 1.334 4.696
C18 0.871 1.284 4.509
C19 1.361 1.227 3.207
N2 0.569 1.221 2.153
H5 -5.997 1.150 -3.771
H6 -5.256 1.289 -2.108
H7 -3.904 1.305 -0.142
H8 -0.344 1.119 -2.506
H9 -1.756 1.098 -4.570
H10 -2.661 1.305 1.305
H11 -2.408 1.365 3.687
H12 -0.919 1.379 5.693
H13 1.551 1.290 5.350
H14 2.425 1.184 2.996
F1 0.046 -7.864 2.436
C20 -0.249 -7.566 1.147
F2 -1.551 -7.904 0.986
F3 0.464 -8.417 0.386
C21 0.009 -6.133 0.822
C22 -0.666 -5.151 1.542
C23 -0.451 -3.818 1.260
C24 0.444 -3.425 0.251
C25 1.114 -4.428 -0.459
C26 0.899 -5.767 -0.178
C27 0.655 -2.044 -0.027
C28 0.859 -0.867 -0.273
H15 -1.357 -5.443 2.324
H16 -0.967 -3.047 1.817
H17 1.809 -4.139 -1.236
H18 1.425 -6.530 -0.735

Orbital gap: 4.78 eV
Charge: -1
E_LUMO: 1.11 eV

Atom charges from the Löwdin analysis, given in e for atoms 1 to 8: atom 1 (Pd): 0.354, atom 2 (S): 0.530, atom 3 (C): -0.717, atom 4 (C): -0.160, atom 5 (C): -0.137, atom 6 (C): -0.137, atom 7 (C): -0.160, atom 8 (C): -0.731